No. 1
9
Properties=species:S:1:pos:R:3 method="wB97M-V/def2-TZVPD" total_charge=0 spin_multiplicity=1 gap_ev="6.98 / 6.12" e_homo_ev="-8.5 / -7.9"
C -0.3971 -2.0320 0.6215
P 0.0471 -0.4431 0.9212
S -1.3655 2.1518 -0.5498
S -1.7806 0.6862 0.5605
S 2.0812 1.9248 -0.6577
S 1.3511 0.0430 -0.8343
H -1.3516 -2.3498 0.8896
H 0.1538 -2.8178 0.3524
H 1.2616 2.8368 -1.3033

No. 2
21
Properties=species:S:1:pos:R:3 method="wB97M-V/def2-TZVPD" total_charge=0 spin_multiplicity=1 gap_ev=9.39 e_homo_ev=-8.3
C -1.4071 -0.3530 1.0268
C -1.2636 -1.0246 -0.5284
C 0.4142 -1.1445 -0.6257
C 1.0517 -0.1700 -1.6010
C 1.4665 1.2254 -0.6136
C 0.4995 0.8591 0.2745
C -0.7143 1.0214 1.5039
H -2.5003 -0.2669 1.5946
H -0.8320 -1.1459 1.7947
H -1.9662 -1.7932 -0.5399
H -1.7240 -0.4236 -1.2257
H 0.9947 -2.1442 -0.7264
H 2.0870 -0.4576 -1.8591
H 0.2089 0.0996 -2.3355
H 0.8678 2.0773 -0.8614
H 2.4488 1.2785 -0.3685
H -0.5021 0.7938 -0.3146
H -0.3377 0.8027 2.6610
H -1.3810 1.9889 1.4895
H 1.7620 -0.6759 0.6569
N 0.8271 -0.5473 0.5979

No. 3
13
Properties=species:S:1:pos:R:3 method="wB97M-V/def2-TZVPD" total_charge=0 spin_multiplicity=1 gap_ev=8.79 e_homo_ev=-9.8
C -2.4516 0.0676 0.2807
C -1.3463 0.7148 -0.3199
C -0.0527 0.0631 -0.1539
C 1.3270 -1.4667 -0.0548
C 1.4168 0.5577 0.0831
H -2.5288 -1.0611 0.5845
H -3.4557 0.4151 0.6308
H -1.5457 1.9187 -0.5568
H 1.6099 -2.5323 -0.4556
H 2.9434 1.3445 0.1287
N -0.1151 -1.1638 -0.3762
N 2.2390 -0.6137 0.2994
N 1.9598 1.7562 -0.0901

No. 4
120
Properties=species:S:1:pos:R:3 method="wB97M-V/def2-TZVPD" total_charge=0 spin_multiplicity=1 gap_ev=9.32 e_homo_ev=-9.0
C 2.5562 2.1047 3.6302
O 3.2195 1.2455 2.7790
H 1.7523 1.4466 4.0940
H 2.1038 2.9457 3.0065
H 3.2691 2.4328 4.4024
H 2.4986 0.7049 2.4841
C 0.4004 0.4799 -3.3952
O -0.2914 -0.6018 -4.0468
H 1.2087 0.9152 -3.9710
H 0.8641 0.2404 -2.4853
H -0.3876 1.1811 -3.1331
H -1.2035 -0.6266 -3.6816
C 0.6138 -3.9753 -2.5417
O 0.7352 -4.8894 -1.5392
N 0.5005 -2.6682 -2.3121
N 0.4887 -4.3484 -3.7380
H 0.4659 -2.4230 -1.3193
H 0.1738 -1.9512 -3.0244
H 0.4330 -5.3614 -3.8437
H 0.0531 -3.8093 -4.5505
C -1.5966 3.6561 -0.2077
O -0.8006 2.6340 -0.4399
N -1.4126 4.7993 -0.8385
N -2.5253 3.7251 0.6992
H -0.6848 4.7939 -1.5172
H -1.4339 5.6400 -0.2472
H -2.6262 2.9012 1.3004
H -3.1313 4.5049 0.7458
C 3.4100 -1.0364 -1.6465
O 3.4602 -1.7505 -0.4399
N 2.8513 -1.4349 -2.7386
N 4.1065 0.0443 -1.9192
H 2.0985 -2.1056 -2.6368
H 2.8641 -0.8927 -3.6045
H 4.5679 0.4748 -1.1126
H 3.9687 0.6860 -2.6836
C -1.3015 1.9560 3.1736
C -2.6916 1.3775 3.0016
C -3.6595 2.2980 3.7000
O -3.0934 1.3028 1.8146
H -0.6273 1.4989 3.9165
H -1.3391 2.9642 3.6496
H -0.8200 2.0118 2.1787
H -2.6839 0.4863 3.5387
H -4.6641 1.9413 3.6371
H -3.6478 3.2499 3.2639
H -3.5061 2.4265 4.7700
H -3.7057 0.5284 1.8188
C -2.7215 -5.7057 -1.5234
C -2.6925 -4.3512 -0.9448
C -1.9564 -4.2247 0.3349
O -2.2282 -3.4966 -1.7256
H -1.6809 -6.0826 -1.5515
H -3.1455 -5.6946 -2.5373
H -3.3833 -6.3179 -0.9136
H -3.6596 -4.0037 -0.7806
H -2.0578 -3.2203 0.7845
H -0.8808 -4.4862 0.1741
H -2.2551 -4.8868 1.1450
H -1.2756 -3.5693 -1.6904
C 1.1802 0.1519 0.8438
C 0.9837 -1.3031 1.2347
C -0.2665 -1.4711 2.0761
O 1.0055 -2.1044 0.2796
H 0.5568 0.4233 -0.0225
H 2.2295 0.2733 0.5072
H 1.0162 0.8778 1.5862
H 1.7887 -1.5642 1.9494
H -1.0506 -0.8900 1.7186
H -0.0945 -1.1461 3.0974
H -0.4945 -2.5037 2.1912
H 1.9500 -2.1349 0.1297
C 2.6362 2.8210 -1.6828
C 2.2178 3.9527 -0.8130
C 2.8005 3.7488 0.5578
O 2.4801 5.1124 -1.1663
H 2.4202 1.8681 -1.1510
H 3.7159 2.7467 -1.9216
H 2.2161 2.7934 -2.6216
H 1.2153 3.9272 -0.8372
H 2.2464 2.9484 1.0031
H 2.6117 4.5323 1.2714
H 3.8665 3.5470 0.5389
H 2.0380 5.8146 -0.7075
C 6.6733 -0.0698 -0.0714
C 6.0750 1.3126 0.1798
C 6.3633 2.1833 -1.0687
O 4.8463 1.2076 0.4290
H 6.6201 -0.3134 -1.0941
H 6.1063 -0.8353 0.5227
H 7.7493 -0.1437 0.2225
H 6.6405 1.7171 0.9823
H 6.0102 1.6722 -1.9992
H 7.4432 2.3625 -1.2486
H 5.8880 3.1336 -1.0591
H 4.6570 1.5061 1.3246
C -1.8527 -0.4483 -0.7213
C -2.9667 -0.2657 -1.7368
C -3.1304 1.2074 -2.0180
O -2.8457 -0.7929 -2.8353
H -1.7928 0.2980 0.0545
H -0.9310 -0.3128 -1.2839
H -1.7725 -1.3832 -0.1820
H -3.9148 -0.6196 -1.4475
H -3.2342 1.7950 -1.0927
H -3.9288 1.3763 -2.7752
H -2.2538 1.6734 -2.4435
H -2.9858 -1.7302 -2.8168
C -4.8704 -2.3619 0.9320
C -4.9927 -1.6496 2.2275
C -3.8295 -1.9224 3.1989
O -5.2055 -0.4251 2.1703
H -4.5583 -3.4284 1.1388
H -4.0655 -1.8642 0.3479
H -5.8233 -2.3482 0.4542
H -5.8101 -2.1049 2.7446
H -2.7679 -1.6418 2.8705
H -3.7223 -3.0292 3.3080
H -3.9079 -1.4966 4.1765
H -6.0727 -0.3628 1.7860

No. 5
16
Properties=species:S:1:pos:R:3 method="wB97M-V/def2-TZVPD" total_charge=0 spin_multiplicity=1 gap_ev=8.88 e_homo_ev=-8.1
C 0.1008 0.3556 -0.3376
C -0.8574 1.5425 -0.3163
C 0.8091 -0.1030 0.9070
C -2.1016 1.4044 0.3881
N -4.2442 0.4520 0.6836
N -3.1426 0.9519 0.5675
P 1.9220 -1.4397 0.3617
H -0.5399 -0.4209 -0.6572
H 0.8894 0.4140 -1.1278
H -0.4289 2.5197 0.0252
H -1.1401 1.8401 -1.3947
H 1.2720 0.8471 1.3206
H 0.1423 -0.4421 1.6865
H 2.5682 -0.5341 -0.4334
H -4.8366 0.5338 1.4544
H 2.8603 -1.4156 1.3266

No. 6
9
Properties=species:S:1:pos:R:3 method="wB97M-V/def2-TZVPD" total_charge=0 spin_multiplicity=1 gap_ev=9.50 e_homo_ev=-8.9
C 0.6793 -0.3918 -0.0052
C -0.2930 0.5685 0.0004
H 2.4633 1.0705 0.0141
H -2.4004 0.2497 0.0122
N 0.0383 -1.5995 -0.0075
N -1.2345 -1.4174 -0.0020
N -1.4539 -0.0992 -0.0022
F -0.2273 1.8953 -0.0072
S 2.4284 -0.2761 -0.0027

No. 7
15
Properties=species:S:1:pos:R:3 method="wB97M-V/def2-TZVPD" total_charge=0 spin_multiplicity=1 gap_ev=9.07 e_homo_ev=-8.7
C -1.8536 0.7016 -0.1208
C -1.2506 0.0842 0.8660
O 1.8767 2.6162 0.1286
O 1.3359 1.3559 -1.8044
P 1.3946 -1.6882 0.2853
P 2.7460 -0.0113 0.3527
S 1.1851 1.3927 -0.1759
H -2.7232 0.3274 -0.6093
H -1.3467 1.6394 -0.2825
H 1.7133 2.2192 -1.9542
H -1.5484 -0.7028 1.4663
H -0.3011 0.4597 1.3500
H 2.4110 -2.7516 0.8549
H 1.5373 -2.1990 -1.0007
H 2.6401 0.4320 1.6990

No. 8
29
Properties=species:S:1:pos:R:3 method="wB97M-V/def2-TZVPD" total_charge=+1 spin_multiplicity=1 gap_ev="8.31 / 8.30" e_homo_ev="-12.6 / -12.6"
C 3.1282 0.0151 -0.2053
C 3.4799 1.2908 -0.2831
C 1.8068 -0.4520 -0.3773
C -0.3883 0.3868 -0.3106
C 4.7131 1.8987 0.1331
C 1.5710 -1.8647 -0.7960
C -3.4115 0.2260 1.7890
C -3.7018 -1.3662 -1.0140
C -2.6183 0.5886 0.6136
N 0.8574 0.3288 -0.1534
N -1.2140 0.5175 0.7018
O -2.5944 -1.2412 -0.3663
Cl -1.0149 0.7453 -1.8655
Cl -3.4730 1.7147 -0.3249
H 3.7912 -0.7047 0.1765
H 2.7707 1.9566 -0.7388
H 4.4875 2.3827 1.0807
H 5.6538 1.2521 0.2967
H 5.1277 2.6566 -0.4384
H 2.1879 -2.3174 0.0854
H 0.4973 -2.2069 -0.8357
H 2.1623 -2.1757 -1.6112
H -2.8391 -0.4893 2.4502
H -3.7410 1.1148 2.4419
H -4.3381 -0.3000 1.4006
H -4.5797 -1.2505 -0.2959
H -3.6985 -2.3885 -1.2123
H -3.9205 -0.8630 -1.9464
H -0.7016 0.5451 1.6055

No. 9
10
Properties=species:S:1:pos:R:3 method="wB97M-V/def2-TZVPD" total_charge=0 spin_multiplicity=1 gap_ev=10.84 e_homo_ev=-10.1
C 1.9627 0.9833 1.1030
C 0.8762 0.1649 0.9092
C -0.2028 -0.3397 0.7640
C -1.4901 -0.8785 0.4155
H 1.8152 2.0858 1.2240
H 2.3261 0.6625 2.0831
H -2.3973 -0.5786 1.0124
H -1.5046 -2.0452 0.3199
F 2.6867 0.9097 -0.0947
Cl -1.8409 -0.4642 -1.3493

Computed values of energy above the lowest of the compared OMol25 structures with the same formula, charge and spin (unit: kcal/mol) for the preceding records, in sequence: 65.2, 195.0, 83.1, 229.4, 98.3, 7.6, 81.3, 84.7, 37.2.